1.
ORCA calculation (ωB97M-V/def2-TZVPD) on C38H46F6N9O5PbS3 as an isolated structure.

Results
lowest unoccupied orbital energy = 1.78 eV
orbital gap = 0.19700 Eh
charge = -1

```
108
Properties=species:S:1:pos:R:3:forces:R:3
Pb 0.3601 -0.5339 0.1896 0.4814 0.3687 0.1073
S -0.6513 4.1407 0.4983 0.4875 1.3272 -0.3993
S -2.7620 0.3228 0.5736 -1.3916 -0.7573 -0.1533
S -0.2290 2.8182 2.7517 -0.4780 -0.3317 0.8350
F -1.5319 2.9657 5.0692 0.0641 -0.0567 -0.0922
F 1.2470 5.9102 -0.0917 -0.1002 -0.0594 0.0251
F -0.6279 6.2465 -1.1137 -0.0587 -0.2062 0.0895
F -0.4320 6.7679 0.9741 -0.0180 -0.1362 -0.0236
F -2.8233 3.1904 3.3608 0.0981 0.0444 -0.0959
F -1.5320 4.8222 3.9671 0.0129 -0.0412 -0.0607
O 0.7895 2.4689 3.6945 0.2411 0.3252 -0.0224
O -2.4847 1.2300 -0.5612 0.4173 0.3321 -0.4467
O -2.0652 4.2618 0.6802 -0.2809 -0.1182 -0.0355
O -0.8722 1.7291 2.0502 0.2144 0.2956 0.0338
O -0.1151 3.3554 -0.5684 -0.0470 -0.2817 -0.1731
N 2.3356 -1.6598 4.3093 -0.0309 0.0834 -0.0986
N -0.7796 -1.2518 -2.1821 -0.3150 -0.0016 -0.2277
N -5.1208 -0.5487 -3.2668 0.1896 -0.0151 -0.2248
N 0.1772 4.0359 1.8580 -0.1063 -0.4442 -0.2270
N 3.7893 -0.7012 -2.0772 -0.2647 -0.0370 -0.2587
N -0.0833 -2.4082 0.7428 -0.5179 -0.2084 -0.5047
N 4.0206 1.5486 -1.6892 -0.0327 -0.0304 -0.0649
N -7.0396 0.3242 -2.1637 0.0242 0.1490 0.0770
N 1.9011 -0.8045 2.3396 0.0142 0.1307 0.4067
C 3.2155 2.6723 0.3914 0.1085 0.0593 -0.1238
C -0.0852 5.8641 0.0513 0.1064 0.0296 0.1579
C 3.4960 -1.7700 3.5818 0.0989 -0.0700 -0.0519
C -5.6617 1.7488 -3.4722 0.2496 -0.0806 -0.0815
C 0.9116 -4.5245 1.2891 0.0212 0.0975 -0.0148
C -1.5565 -0.4739 -2.9366 0.0396 0.0259 -0.3632
C 0.8689 -5.7135 1.9896 -0.0813 0.0003 0.0225
C -5.0291 0.1683 2.1907 0.0158 -0.1028 0.0220
C -4.8654 0.6466 -3.8054 -0.5087 0.1207 0.4630
C -0.1850 -6.0230 2.8435 -0.0303 -0.1636 0.0725
C 3.2039 -1.2375 2.3668 0.0832 0.0337 0.0285
C 4.2524 2.6183 -0.7304 -0.1119 -0.0553 0.2145
C -1.2204 -3.8995 2.2959 0.0283 0.1109 -0.0599
C 3.2189 1.8344 -2.8743 -0.1404 -0.1502 -0.0265
C -3.4000 -1.2324 -0.1832 0.2258 0.1944 0.4087
C -0.4587 -2.4635 -2.6256 -0.0118 -0.0225 0.0749
C -2.7501 0.0695 -5.0810 -0.1507 0.1842 0.0748
C -1.6174 3.4951 3.8369 0.0365 -0.0717 0.1283
C -6.0452 2.5869 1.2859 -0.0861 -0.0208 0.0413
C 0.0129 -0.8370 4.0010 0.0538 -0.1341 -0.0680
C -0.8683 -2.9364 -3.8614 -0.0428 -0.0069 -0.0939
C 1.7279 1.5297 -2.7658 0.1328 -0.0518 -0.0543
C -1.6406 -2.1155 -4.6636 -0.0609 0.0763 0.0915
C -6.2285 0.6445 2.6932 -0.0107 0.0229 0.0062
C -1.2187 -5.1067 2.9746 0.1364 -0.0333 -0.0081
C -2.3889 -2.9626 2.4753 0.0547 -0.2030 -0.0481
C -6.7421 1.8505 2.2321 -0.0041 0.0349 0.0144
C 2.0725 -4.2121 0.3885 -0.1431 -0.0346 0.0641
C 4.3138 0.2466 -1.3927 0.3008 -0.0083 0.0266
C -4.3600 0.8933 1.2151 0.2099 -0.0880 0.1921
C -4.8449 2.1114 0.7775 0.1880 0.0267 -0.1921
C -6.1876 -0.6371 -2.4840 -0.0129 -0.1810 0.1257
C 5.3740 0.0324 -0.3289 -0.1151 -0.0600 -0.0624
C -2.0246 -0.8595 -4.1978 0.1573 -0.2383 0.2249
C -6.7385 1.5331 -2.6412 -0.1043 -0.1127 0.0239
C -0.1429 -3.5528 1.4134 0.1659 -0.2429 0.3652
C 1.3962 -1.0732 3.5246 0.2035 -0.0050 0.0224
C -3.8647 0.7727 -4.8630 0.4353 -0.0905 -0.3294
H 3.2140 1.7478 0.9733 -0.0147 0.0068 0.0426
H -5.4317 2.7282 -3.8687 -0.0603 0.0255 0.0031
H -2.6962 -2.9252 3.5240 -0.0250 0.0567 0.0020
H 2.5618 -3.2880 0.7027 0.0315 0.0246 -0.0637
H -1.9638 -2.4449 -5.6442 0.0200 -0.0203 -0.0113
H 1.2291 1.8340 -3.6893 -0.0123 -0.0151 -0.0169
H -6.4345 3.5408 0.9520 0.0253 -0.0060 -0.0252
H -7.4143 2.3342 -2.3634 0.0602 0.0644 -0.0031
H 3.8477 -1.1365 1.5109 -0.0090 -0.0438 -0.0131
H -0.5867 -1.7256 3.8084 -0.0501 -0.0487 0.0269
H -2.5800 -1.9502 -0.1805 0.0370 -0.0022 0.0040
H 3.3664 2.8907 -3.1097 0.0605 -0.0233 -0.0166
H -4.2364 -1.6083 0.3991 -0.0107 -0.0596 0.0167
H -2.0574 -5.3394 3.6256 -0.0018 0.0312 0.0269
H 4.3891 -2.2176 3.9787 0.0079 0.0120 0.0052
H -0.4186 0.0016 3.4685 -0.0850 0.0716 -0.0080
H 2.8022 -5.0240 0.4015 0.0095 -0.0060 -0.0054
H -3.2511 -3.3100 1.8968 -0.0286 0.0862 -0.0220
H -2.2583 0.2253 -6.0374 0.0142 0.1422 0.0120
H 1.5964 0.4580 -2.6346 -0.0783 -0.0177 -0.0085
H 6.3155 0.4653 -0.6724 0.0074 0.0351 0.0668
H -0.1982 -6.9585 3.3891 -0.0162 -0.0079 -0.0054
H 5.5241 -1.0345 -0.1741 -0.0283 -0.0027 -0.0052
H 4.1363 -1.6162 -1.8161 0.1544 0.0840 0.1713
H 0.1394 -3.0625 -1.9483 0.0091 -0.0143 0.0192
H -3.7026 -1.0066 -1.1972 -0.1086 0.1925 -0.1618
H 5.2532 2.5104 -0.3061 0.0039 0.0691 -0.0436
H -6.7608 0.0841 3.4512 0.0038 -0.0317 -0.0131
H -4.1371 1.5132 -5.6083 0.0448 -0.0394 -0.0708
H 4.2425 3.5610 -1.2798 0.0298 -0.0284 -0.0336
H -2.1299 -1.9611 2.1338 -0.0104 0.0302 0.0642
H 1.2536 2.0555 -1.9443 -0.0562 0.0799 0.1034
H 5.1103 0.4902 0.6233 0.0378 0.0159 0.0097
H -4.6162 -0.7688 2.5485 -0.0008 -0.0051 0.0442
H 1.7364 -4.0567 -0.6409 0.0586 0.0369 -0.0288
H 3.4280 3.5062 1.0621 -0.0210 -0.0280 0.0712
H -0.5799 -3.9241 -4.1938 0.0227 -0.0075 0.0339
H 0.0141 -0.6280 5.0711 -0.0550 0.0580 -0.0004
H -7.6825 2.2191 2.6221 0.0078 0.0169 0.0129
H 3.6313 1.2284 -3.6854 0.0245 0.0976 -0.0181
H 1.6806 -6.4254 1.8665 0.0290 0.0262 -0.0015
H 2.2158 2.8177 -0.0109 -0.0676 -0.0002 -0.0018
H 2.1897 -1.9594 5.2555 -0.0135 -0.0391 0.0141
H -6.3973 -1.6194 -2.0718 0.0386 0.0073 0.0041
H -4.2640 2.6666 0.0508 0.0004 0.0352 0.0189
H -1.7889 0.5046 -2.5337 -0.0258 0.0209 0.0509
```
Forces are in eV/Å.

***

2.
ORCA calculation (ωB97M-V/def2-TZVPD) on C38H46P2PbSi as an isolated structure.

Results
lowest unoccupied orbital energy (spin up / spin down) = 0.04 / -0.07 eV
orbital gap (spin up / spin down) = 0.24912 / 0.19899 Eh

```
88
Properties=species:S:1:pos:R:3:forces:R:3
Pb -1.3952 -0.6453 0.8199 0.1253 0.7499 -0.0915
P -3.7847 -1.7991 -1.2476 -0.6127 -0.7430 -0.2220
P -3.0200 1.0296 -2.4646 0.1179 0.7544 -0.5943
Si 3.7982 2.7207 5.2917 0.2725 -0.0178 0.2631
C 4.5864 1.4805 1.0979 -0.2656 0.8925 0.4742
C 4.1566 1.0377 6.0658 -0.2325 -0.0495 -0.0842
C 5.4403 3.6621 5.1934 -0.0888 0.1668 -0.2313
C 0.8390 1.6032 -1.2859 0.0872 0.0070 -0.3870
C -1.6454 -3.6950 -1.0669 -0.0406 -0.0695 0.1777
C -0.8379 -4.5702 -0.3424 -0.0316 -0.0079 0.1135
C 0.2906 3.5087 -2.6905 0.1788 -0.2284 0.1397
C -1.9949 -3.9862 1.7029 -0.2361 0.1640 0.2006
C 4.5229 0.2799 0.1916 -0.3453 -0.4220 -0.1171
C -6.9396 -3.3677 -3.4312 0.2785 -0.1752 0.3591
C -2.6540 -2.9907 -0.4156 -0.3788 -0.1260 0.6055
C 2.6092 3.7507 6.3420 -0.1399 0.0361 -0.0900
C 3.5330 -0.8289 0.6287 -0.0684 0.0117 -0.3914
C 1.1717 2.8593 -1.8169 -0.3537 -0.0237 0.0732
C -5.1385 -4.3158 -1.5065 -0.4003 -0.0252 -0.3500
C -6.0687 -5.1850 -2.0900 -0.0803 0.3895 -0.0393
C -6.0021 -2.4965 -2.8638 -0.0010 -0.4401 0.1958
C -5.0409 3.3221 -6.0368 0.2912 -0.3657 0.4761
C -0.9729 2.9656 -2.9366 0.0345 0.0420 0.2549
C -0.0129 0.3123 2.3243 0.0602 0.6139 0.0746
C -3.4255 1.6987 -5.2304 -0.2595 0.3249 -0.3008
C -5.0983 -2.9677 -1.8886 0.2318 -0.2266 -0.1123
C -2.9158 -1.6952 -2.8380 0.2843 1.0401 -0.7444
C -2.5871 -0.4836 -3.3462 -0.2525 -1.7052 0.2324
C 6.1966 -0.6694 2.3701 0.3671 -0.0098 -0.0470
C -6.9743 -4.7160 -3.0454 0.2467 0.2678 0.1604
C -5.4360 3.5574 -4.7104 0.1131 -0.0382 -0.3370
C 5.4780 1.7390 2.0822 -0.7589 -0.0044 -0.8100
C 6.4578 0.7855 2.7201 0.6421 0.8139 -0.3931
C -4.0464 2.3676 -6.2920 -0.1847 0.2268 0.4730
C -1.2994 1.7109 -2.4175 0.0891 -0.0873 -0.3075
C -1.0293 -4.7305 1.0298 0.3696 -0.1720 -0.1534
C 4.8399 -1.2010 2.7831 0.3346 -0.7967 0.0839
C -3.7943 1.9403 -3.9008 -0.2867 0.2123 -0.0103
C 3.7353 -1.3175 2.0340 0.4830 -0.6506 0.2327
C -2.8015 -3.0980 0.9979 -0.3449 -0.6417 -0.7027
C -4.8395 2.8616 -3.6545 0.4217 -0.2040 -0.2584
C -0.3219 0.9590 -1.7268 -0.0692 0.2779 -0.2568
H -0.0547 -5.1167 -0.8676 -0.1629 0.0581 0.2384
H -7.6459 -3.0031 -4.1722 0.1385 -0.0126 0.0850
H 3.1067 4.0997 7.2578 -0.0581 -0.0559 -0.1288
H 6.2400 3.0519 4.7488 -0.2197 0.2010 0.1481
H 6.4049 0.9789 3.8036 0.0028 -0.2915 -0.1909
H -1.4552 -3.5452 -2.1338 -0.1259 -0.1845 0.4958
H -5.4967 3.8683 -6.8614 0.0422 -0.1305 0.2262
H -5.1800 3.0427 -2.6324 0.1671 -0.0797 -0.2606
H -3.5810 -2.5174 1.5146 0.3272 -0.3179 -0.3082
H 0.0631 -0.1627 3.3036 0.0872 0.1169 -0.0543
H 2.1309 3.3116 -1.5667 -0.2681 -0.0476 0.0092
H -4.4352 -4.7119 -0.7741 -0.1793 0.1576 -0.1867
H 7.5178 1.0319 2.4397 -0.7981 -0.0612 0.1579
H -6.2166 4.2956 -4.5121 0.2307 -0.2701 0.0120
H -1.7046 3.5089 -3.5455 0.3104 -0.1746 0.2891
H 2.4632 -0.5419 0.4917 0.7259 0.0127 0.1236
H 2.3044 4.6339 5.7626 0.0294 -0.1624 0.2220
H 5.5047 -0.1798 0.1027 -0.2847 0.2679 -0.2885
H 4.2550 0.5659 -0.8342 -0.0546 0.2574 0.2437
H 4.7629 0.4229 5.3884 -0.1573 0.0953 0.1725
H 0.5805 4.4426 -3.1724 -0.0680 -0.1846 0.2128
H -0.4476 -0.1400 -1.6400 -0.0390 0.9055 0.4349
H 3.7496 2.2200 0.9405 1.1532 -0.5277 0.0551
H 3.2118 0.5146 6.2583 0.2249 -0.0197 -0.0185
H 2.9456 -1.9816 2.4003 0.0146 0.5416 0.1664
H -2.1475 -4.1015 2.7800 0.1656 0.0001 -0.3658
H -2.7301 -2.6354 -3.3805 0.0209 0.5631 0.0741
H 3.6850 -1.6693 -0.0820 -0.1705 0.2195 0.3811
H -0.4357 1.3396 2.4195 0.4367 -0.6086 0.1244
H 7.0121 -1.2550 2.8105 -0.3844 -0.1558 0.2714
H 1.6998 3.2054 6.6320 0.2582 0.1073 -0.1370
H -2.0579 -0.4030 -4.2981 -0.0821 -0.1913 0.2429
H 0.9628 0.3532 1.8219 -0.0922 0.1044 0.4447
H -2.6467 0.9814 -5.4776 -0.1412 0.2201 0.0920
H -6.0791 -6.2291 -1.7902 -0.0338 0.1196 -0.0597
H -5.9585 -1.4566 -3.1984 -0.0207 -0.2684 0.1547
H -3.7447 2.1463 -7.3120 -0.0349 0.0719 0.1290
H 1.4888 1.1318 -0.5387 -0.0641 0.0092 -0.6077
H -0.4105 -5.4401 1.5803 -0.1370 0.2230 -0.1270
H 5.3157 4.5706 4.5824 0.1605 -0.2271 0.2224
H 5.4528 2.7403 2.5151 -0.2082 -0.2686 0.0895
H -7.7025 -5.3960 -3.4866 0.1796 0.1817 0.0792
H 5.7498 3.9656 6.2054 -0.0323 -0.0584 -0.2110
H 4.6937 1.1488 7.0165 -0.0502 0.0050 -0.0961
H 6.3613 -0.7847 1.3015 0.0524 -0.1774 0.3382
H 4.8895 -1.6943 3.7691 -0.4577 0.2760 -0.4544
```
Forces are in eV/Å.

***

3.
ORCA calculation (ωB97M-V/def2-TZVPD) on C38H46P2PbSi as an isolated structure.

Results
lowest unoccupied orbital energy (spin up / spin down) = -0.31 / -0.34 eV
orbital gap (spin up / spin down) = 0.22614 / 0.15376 Eh

```
88
Properties=species:S:1:pos:R:3:forces:R:3
Pb 0.9818 1.1095 0.0970 -0.9836 0.0529 0.0934
P 3.2681 0.6224 1.9933 -0.3509 -0.7968 0.6799
P 3.4390 2.5878 -0.7031 0.3124 1.0648 0.0316
Si -7.0398 -0.4232 1.0915 0.5506 0.1053 -0.0836
C 0.5033 3.3219 -3.4912 0.1676 0.1090 -0.0205
C 2.5083 1.3951 -3.1224 -0.2401 0.2387 0.1022
C 2.2266 -0.8817 2.1829 0.7787 -0.5525 0.9278
C 6.7284 -0.0775 5.0687 -0.2546 0.1424 -0.1384
C 5.5607 -0.7171 3.0452 0.2149 0.1633 0.2865
C -5.0662 -3.2494 -2.6063 -0.6872 -0.3368 -0.1464
C 4.0700 0.1248 0.4443 0.8689 0.6260 -1.2628
C -3.6847 -3.1447 0.0853 -0.1171 -0.3273 0.4774
C 4.6332 0.3173 3.2288 0.1780 0.0761 0.0318
C 6.1929 4.5891 -3.0693 0.0927 0.1262 0.3131
C 6.6145 -0.8998 3.9461 -0.2017 0.0692 -0.0427
C -2.6165 -3.4284 -0.9370 0.3648 0.1433 -0.0892
C -5.7936 -3.5852 -1.2822 0.1543 -0.4346 -0.3670
C -4.5762 -1.8292 -2.6599 0.1673 0.5753 -0.1576
C 4.9234 3.5062 -1.3113 0.3244 -0.3043 -0.3656
C 1.0443 -2.4300 3.6154 0.0225 -0.2373 0.3729
C 4.9909 4.0568 -2.5981 0.3363 -0.0573 0.1494
C -4.9921 -3.4068 -0.0310 0.1242 0.0395 0.4985
C 4.2036 0.9338 -0.6400 0.3858 -0.7269 0.8266
C -3.3565 -1.3858 -2.3361 -0.2067 -0.1231 -0.6038
C -7.3093 0.0759 -0.7036 -0.0798 0.1362 -0.1640
C 0.1948 -1.9815 1.3906 -0.3681 -1.1065 0.4748
C 1.6259 1.2927 -4.1976 -0.1307 -0.0008 -0.0065
C 1.3908 3.4488 -2.4263 0.3086 -0.4248 -0.2044
C -7.3612 0.9998 2.2861 0.0039 0.0703 0.0827
C -8.0574 -1.9261 1.5537 -0.0644 -0.1414 0.1372
C 6.0625 3.5320 -0.4796 -0.2099 0.0776 -0.4644
C 7.3195 4.6143 -2.2406 -0.1857 -0.1092 0.0424
C 0.0590 -2.6010 2.6338 -0.0319 0.3482 -0.5860
C 1.3920 -1.2975 1.0930 -0.0596 1.1816 -0.5568
C 2.3853 2.4617 -2.2255 0.2790 0.3285 -0.1297
C 5.7910 0.9418 5.2807 0.0985 -0.2267 -0.1135
C 2.0795 -1.5083 3.4231 -0.0734 0.1336 -0.6678
C 0.6257 2.2499 -4.3828 0.0947 -0.1739 0.0337
C -2.2289 -2.2365 -1.8229 0.4356 0.0732 -0.1133
C 7.2554 4.0814 -0.9457 -0.1605 0.1356 -0.1626
C -1.2717 1.1492 0.1798 -0.1326 0.2367 -0.0964
C 4.7593 1.1500 4.3610 0.0372 -0.3292 -0.3404
H -0.0601 2.1590 -5.2258 0.1494 0.0175 0.2556
H 8.2501 5.0504 -2.6018 -0.1963 -0.1473 0.0647
H -9.1143 -1.6422 1.6472 0.0815 -0.1447 -0.0002
H -1.6192 -2.6166 -2.6579 -0.1669 0.1053 0.0169
H -5.8422 -3.3413 -3.3828 0.2887 -0.0572 0.0565
H -6.2101 -4.6110 -1.3064 0.1048 0.3488 -0.1683
H 6.2462 4.9815 -4.0865 0.0146 -0.0537 0.3153
H -7.9677 -2.7269 0.8086 -0.0575 0.1827 0.1571
H -1.5417 1.9130 -0.5743 -0.2283 -0.3728 0.5272
H -6.8246 1.0464 -0.9089 -0.1930 -0.3771 0.0542
H -5.3338 -1.1179 -3.0341 0.5867 -0.2155 0.2107
H -3.2803 -2.7694 1.0404 -0.4197 -0.5375 -0.2160
H -6.9013 0.7785 3.2631 -0.2196 0.1170 -0.3008
H -4.2956 -3.9856 -2.8689 -0.1891 0.2949 0.1969
H 3.2652 0.6257 -2.9507 -0.2758 0.2689 -0.1815
H -0.7986 -3.2513 2.8170 0.1694 0.2838 0.0267
H -6.9232 1.9374 1.9082 -0.1516 -0.3107 0.1347
H 4.0431 1.9573 4.5219 0.1664 -0.1944 -0.0774
H -1.7652 0.1889 -0.0227 0.0595 0.3425 0.1613
H 1.3158 4.2965 -1.7360 -0.0143 -0.3796 -0.1844
H -6.8826 -0.6694 -1.3966 -0.2378 0.3284 0.3035
H -2.8674 -4.3039 -1.5524 0.0350 0.3252 0.3130
H -0.5921 -2.0676 0.6330 0.4111 -0.2080 0.2662
H 4.1155 4.0432 -3.2470 0.2374 -0.0501 0.1431
H 1.7751 -1.3025 0.0556 -0.0488 -0.1978 0.5581
H -8.4421 1.1490 2.4348 0.2249 0.0415 0.0133
H 4.8646 0.6865 -1.4886 -0.4854 -0.3088 0.3972
H -5.5991 -3.5349 0.8739 0.2491 0.7337 -0.1196
H -1.5321 -1.5896 -1.2705 -0.2332 -0.0516 -0.0279
H 2.7850 -1.2945 4.2282 -0.2741 0.0487 -0.1592
H -1.4764 1.4904 1.2085 -0.3050 -0.0606 -0.4068
H 5.4740 -1.3883 2.1928 0.0318 0.1467 0.2130
H 6.0118 3.0914 0.5174 0.0206 0.1045 -0.1926
H 1.0034 -2.9965 4.5434 -0.1164 0.1689 -0.1425
H 1.7193 0.4405 -4.8731 -0.0965 0.3042 0.0866
H -6.6689 -2.9079 -1.2304 0.3028 -0.2934 0.1680
H 5.8728 1.5739 6.1671 -0.0472 -0.1509 -0.2996
H 7.3438 -1.6910 3.7640 -0.2154 0.2056 0.1048
H -3.0769 -0.3450 -2.5358 -0.3743 -0.2323 0.2262
H -7.7153 -2.3203 2.5211 -0.1715 0.0565 -0.2146
H -0.2882 4.0628 -3.6298 0.2829 -0.2312 0.0036
H 7.5455 -0.2298 5.7751 -0.2388 0.0635 -0.1820
H 4.4708 -0.8951 0.4462 0.1194 0.3542 -0.2431
H 8.1387 4.0938 -0.3030 -0.2795 0.0094 -0.2091
H -1.7067 -3.6959 -0.3692 -0.3534 -0.1157 -0.2521
H -8.3906 0.1757 -0.9021 0.2910 -0.0056 -0.0754
```
Forces are in eV/Å.